Below is C43H56AsIrN5O3P2SSe2Si3 as an isolated structure at a distorted geometry, with properties calculated with ωB97M-V/def2-TZVPD.

```
! wB97M-V def2-TZVPD RIJCOSX def2/J DEFGRID3
* xyz 1 1
Ir -1.73 -1.01 -0.53
Se 4.13 1.40 1.09
P 4.12 0.49 -0.83
C 4.52 1.60 -2.22
C 5.31 2.73 -2.00
C 5.61 3.58 -3.05
C 5.12 3.31 -4.33
C 4.34 2.18 -4.55
C 4.04 1.32 -3.50
C 5.43 -0.78 -0.90
C 5.24 -2.14 -1.14
C 6.34 -2.99 -1.09
C 7.60 -2.50 -0.80
C 7.78 -1.15 -0.56
C 6.70 -0.29 -0.61
C 2.50 -0.18 -1.20
C 1.20 0.36 -1.16
N 0.36 -0.72 -1.28
N 1.08 -1.81 -1.40
N 2.34 -1.52 -1.36
P 0.41 1.95 -1.38
Se -1.71 1.67 -1.10
C 1.02 3.31 -0.36
C 0.21 3.83 0.65
C 0.65 4.91 1.40
C 1.89 5.48 1.13
C 2.69 4.97 0.11
C 2.26 3.89 -0.63
C 0.71 2.40 -3.11
C 0.58 1.40 -4.07
C 0.71 1.73 -5.41
C 0.97 3.04 -5.79
C 1.08 4.03 -4.83
C 0.94 3.72 -3.48
H 5.66 2.95 -1.00
H 6.22 4.46 -2.88
H 5.34 3.98 -5.15
H 3.97 1.96 -5.54
H 3.44 0.44 -3.66
H 4.26 -2.52 -1.36
H 6.20 -4.05 -1.27
H 8.45 -3.18 -0.76
H 8.76 -0.76 -0.32
H 6.83 0.77 -0.41
H -0.75 3.38 0.84
H 0.03 5.30 2.19
H 2.22 6.33 1.70
H 3.65 5.41 -0.10
H 2.87 3.50 -1.43
H 0.37 0.38 -3.78
H 0.61 0.95 -6.16
H 1.07 3.29 -6.84
H 1.28 5.05 -5.12
H 1.00 4.50 -2.74
N -5.74 -1.71 -1.92
C -4.42 -1.86 -1.75
N -3.88 -0.84 -1.13
C -4.91 0.06 -0.87
C -4.93 1.30 -0.24
C -6.14 1.95 -0.13
C -7.32 1.39 -0.63
C -7.33 0.16 -1.26
C -6.11 -0.49 -1.37
H -6.36 -2.37 -2.36
H -3.88 -2.73 -2.08
H -4.02 1.74 0.13
H -6.18 2.91 0.35
H -8.25 1.93 -0.52
H -8.24 -0.27 -1.64
C 0.54 1.06 2.41
Si -1.17 0.69 3.11
C -1.11 0.78 5.00
C -2.48 1.94 2.55
As -1.75 -1.35 1.89
Si -0.08 -2.98 2.59
C 0.07 -2.49 4.43
C 1.67 -2.68 1.95
C -0.75 -4.75 2.66
Si -3.84 -2.05 2.87
C -3.78 -1.47 4.68
C -5.24 -1.11 2.03
C -4.17 -3.90 2.79
H 0.86 2.09 2.59
H 0.54 0.89 1.34
H 1.29 0.41 2.85
H -0.66 1.73 5.28
H -0.51 -0.02 5.44
H -2.10 0.74 5.44
H -2.24 2.95 2.88
H -3.46 1.68 2.94
H -2.54 1.95 1.46
H 0.65 -1.56 4.55
H 0.61 -3.27 4.97
H -0.89 -2.35 4.92
H 1.90 -1.61 1.95
H 1.79 -3.05 0.94
H 2.40 -3.17 2.60
H -1.15 -4.97 3.66
H 0.05 -5.46 2.46
H -1.54 -4.90 1.93
H -3.95 -0.40 4.75
H -2.82 -1.70 5.15
H -4.56 -1.97 5.25
H -4.93 -0.11 1.71
H -6.10 -1.00 2.70
H -5.59 -1.65 1.14
H -3.59 -4.46 3.52
H -3.92 -4.27 1.80
H -5.23 -4.10 2.97
C -1.07 -5.31 -1.35
S -1.55 -3.67 -0.83
O -1.62 -2.84 -2.04
O -2.82 -3.71 -0.13
O -0.49 -3.22 0.08
H -1.93 -5.98 -1.32
H -0.30 -5.64 -0.67
H -0.68 -5.22 -2.36
*
```

Calculated total energy in eV: -306507.20885
Kohn-Sham gap in eV: 5.479

***

Below is C43H56AsN9O3PbS3 as an isolated structure at a distorted geometry, with properties calculated with ωB97M-V/def2-TZVPD.

```
! wB97M-V def2-TZVPD RIJCOSX def2/J DEFGRID3
* xyz 2 1
Pb -0.43 -0.36 -0.55
N -4.81 -0.01 -1.89
C -3.62 -0.42 -1.40
S -2.27 -0.33 -2.50
N -3.65 -0.83 -0.15
N -2.45 -1.20 0.39
C -2.46 -2.10 1.30
C -3.69 -2.79 1.75
C -3.82 -4.16 1.53
C -4.98 -4.82 1.90
C -6.02 -4.11 2.49
C -5.89 -2.75 2.72
C -4.74 -2.09 2.34
C -1.14 -2.52 1.87
C -1.07 -3.43 2.92
C 0.18 -3.83 3.37
C 1.32 -3.32 2.77
C 1.15 -2.39 1.76
N -0.04 -2.00 1.33
H -4.90 0.14 -2.88
H -5.63 -0.25 -1.37
H -3.01 -4.71 1.06
H -5.08 -5.88 1.72
H -6.93 -4.63 2.78
H -6.70 -2.20 3.19
H -4.64 -1.02 2.50
H -1.97 -3.81 3.38
H 0.26 -4.54 4.19
H 2.31 -3.61 3.08
H 2.01 -1.93 1.27
C -0.25 -4.93 -7.69
C -0.01 -4.54 -6.25
C 0.46 -5.47 -5.33
C 0.66 -5.12 -4.00
C 0.38 -3.82 -3.60
C -0.09 -2.86 -4.51
C -0.27 -3.23 -5.82
S 0.47 -3.44 -1.91
O -0.82 -3.01 -1.41
O 1.13 -4.52 -1.23
N 1.33 -2.04 -1.86
C 2.57 -1.94 -1.47
C 3.53 -2.98 -1.22
C 4.74 -2.69 -0.69
C 5.10 -1.36 -0.35
C 4.23 -0.37 -0.60
N 3.00 -0.63 -1.20
H -0.11 -6.00 -7.84
H 0.44 -4.40 -8.35
H -1.26 -4.66 -7.99
H 0.68 -6.48 -5.65
H 1.01 -5.84 -3.28
H -0.31 -1.86 -4.18
H -0.62 -2.50 -6.54
H 3.24 -3.99 -1.45
H 5.45 -3.50 -0.51
H 6.06 -1.12 0.10
H 4.42 0.67 -0.37
C 1.24 4.55 7.22
C 1.25 3.58 6.08
C 1.80 2.32 6.22
C 1.82 1.41 5.17
C 2.45 0.05 5.41
C 1.26 1.79 3.93
C 1.24 0.79 2.87
O 0.78 0.93 1.74
C 0.71 3.07 3.77
C 0.12 3.55 2.46
C 0.71 3.94 4.84
H 1.58 4.09 8.15
H 0.23 4.95 7.38
H 1.89 5.40 7.01
H 2.23 2.03 7.17
H 2.85 0.01 6.42
H 3.27 -0.15 4.73
H 1.72 -0.76 5.32
H 1.69 -0.18 3.13
H 0.88 3.58 1.68
H -0.30 4.54 2.58
H -0.65 2.87 2.09
H 0.28 4.93 4.72
C -3.87 4.68 -0.56
N -3.15 3.62 0.15
C -3.89 2.99 1.23
C -2.07 2.99 -0.39
N -1.71 1.79 -0.06
N -1.35 3.72 -1.31
C -0.80 5.00 -0.87
C -0.48 3.00 -2.21
H -4.91 4.38 -0.69
H -3.43 4.85 -1.54
H -3.85 5.61 0.01
H -4.51 3.74 1.71
H -3.21 2.60 1.99
H -4.53 2.18 0.87
H -2.40 1.38 0.57
H -1.45 5.46 -0.13
H -0.71 5.68 -1.72
H 0.19 4.86 -0.42
H -0.91 2.02 -2.44
H 0.53 2.87 -1.78
H -0.38 3.56 -3.14
C 5.10 1.16 -3.52
As 3.49 2.07 -3.00
C 4.13 3.49 -1.86
C 2.96 3.02 -4.60
S 2.01 0.70 -1.54
H 5.80 1.90 -3.93
H 4.88 0.42 -4.29
H 5.55 0.66 -2.66
H 4.92 4.03 -2.39
H 4.54 3.07 -0.94
H 3.32 4.17 -1.62
H 3.87 3.42 -5.03
H 2.28 3.82 -4.34
H 2.48 2.34 -5.31
*
```

Calculated total energy in eV: -163632.03292
Kohn-Sham gap in eV: 5.700

***

Below is C43H56N7O2P2S2SiV as an isolated structure, with properties calculated with ωB97M-V/def2-TZVPD.

```
! wB97M-V def2-TZVPD RIJCOSX def2/J DEFGRID3
* xyz 2 3
V -0.71 0.52 0.62
C -4.69 -1.48 3.96
Si -4.13 -2.77 2.73
C -2.41 -3.38 3.16
C -5.35 -4.17 2.64
C -4.00 -2.04 1.00
C -4.63 -2.48 -0.09
C -4.11 -1.86 -1.37
C -3.29 -0.67 -0.88
N -1.97 -1.19 -0.45
C -3.09 -0.93 0.56
S -2.64 0.39 1.68
H -5.02 -1.97 4.88
H -5.53 -0.90 3.58
H -3.89 -0.79 4.22
H -2.36 -3.75 4.18
H -1.68 -2.57 3.07
H -2.10 -4.19 2.50
H -5.50 -4.60 3.63
H -5.00 -4.98 1.99
H -6.32 -3.83 2.28
H -5.34 -3.30 -0.11
H -4.87 -1.63 -2.11
H -3.33 0.31 -1.34
C 1.89 -0.88 -2.29
C 1.80 -1.42 -0.87
P 0.95 -3.03 -0.51
C -0.50 -2.87 -1.62
C -0.41 -3.05 -2.94
C -1.53 -2.83 -3.85
C -2.76 -2.69 -3.36
C -3.04 -2.84 -1.90
C -1.84 -2.60 -0.96
C 2.00 -4.25 -1.35
C 1.52 -5.57 -1.41
C 2.28 -6.57 -1.99
C 3.53 -6.27 -2.51
C 4.02 -4.98 -2.44
C 3.26 -3.97 -1.87
P 1.82 0.98 -2.32
C 0.65 1.31 -3.69
C 0.92 2.30 -4.64
C 0.02 2.56 -5.66
C -1.18 1.86 -5.74
C -1.47 0.89 -4.79
C -0.57 0.63 -3.77
C 3.41 1.42 -3.10
C 4.28 2.30 -2.46
C 5.50 2.62 -3.03
C 5.86 2.07 -4.25
C 5.00 1.19 -4.90
C 3.78 0.87 -4.32
H 1.07 -1.24 -2.91
H 2.81 -1.18 -2.77
H 1.27 -0.71 -0.23
H 2.80 -1.48 -0.41
H 0.54 -3.35 -3.37
H -1.34 -2.80 -4.91
H -3.61 -2.55 -4.02
H -3.40 -3.87 -1.77
H -1.93 -3.25 -0.09
H 0.55 -5.80 -1.00
H 1.90 -7.58 -2.03
H 4.13 -7.05 -2.96
H 5.00 -4.75 -2.84
H 3.66 -2.97 -1.82
H 1.87 2.82 -4.62
H 0.27 3.29 -6.43
H -1.86 2.04 -6.56
H -2.39 0.33 -4.85
H -0.82 -0.12 -3.03
H 4.00 2.74 -1.51
H 6.17 3.31 -2.53
H 6.81 2.32 -4.70
H 5.28 0.76 -5.85
H 3.11 0.19 -4.84
N 1.65 -0.56 2.16
N 0.25 -0.86 1.99
H 2.10 -1.32 2.67
H 1.73 0.28 2.71
H -0.24 -0.88 2.88
H 0.19 -1.80 1.59
C -1.70 3.16 5.62
C -1.36 4.16 4.52
C -0.56 3.53 3.43
N -0.94 2.52 2.73
N -0.01 2.10 1.81
C 1.09 2.83 1.82
N 2.15 2.60 1.04
S 1.05 4.08 3.00
H -2.30 3.65 6.39
H -0.80 2.77 6.09
H -2.27 2.33 5.22
H -0.81 5.01 4.92
H -2.28 4.56 4.07
H 1.99 2.06 0.19
H 2.86 3.30 0.98
O 0.04 3.54 -0.85
C -0.92 2.86 -1.20
O -1.21 1.67 -0.84
C -1.93 3.47 -2.17
N -1.35 4.79 -2.60
C -2.32 5.88 -2.24
C -3.08 5.28 -1.06
C -3.26 3.82 -1.49
H -2.03 2.81 -3.03
H -1.08 4.79 -3.58
H -0.48 4.84 -2.02
H -2.98 6.03 -3.09
H -1.78 6.80 -2.03
H -4.02 5.79 -0.89
H -2.48 5.34 -0.15
H -4.09 3.73 -2.20
H -3.45 3.15 -0.65
*
```

Calculated total energy in eV: -133828.48411
Kohn-Sham gap (alpha / beta) in eV: 6.924 / 8.007
⟨S²⟩: 2.036

***

Below is C43H57Cl4CuNO5P2 as an isolated structure, with properties calculated with ωB97M-V/def2-TZVPD.

```
! wB97M-V def2-TZVPD RIJCOSX def2/J DEFGRID3
* xyz -2 2
Cu -0.21 -0.44 -0.44
Cl -7.46 -0.35 -2.13
C -5.70 -0.27 -2.08
C -5.05 -0.19 -0.87
C -3.67 -0.13 -0.84
Cl -2.87 0.02 0.69
C -2.85 -0.16 -2.01
O -1.58 -0.15 -2.00
C -3.61 -0.23 -3.21
Cl -2.72 -0.26 -4.71
C -4.98 -0.28 -3.27
H -5.60 -0.17 0.06
H -5.49 -0.34 -4.22
C 3.16 -1.80 -4.15
C 2.20 -0.84 -3.45
C 0.82 -0.98 -4.10
P 1.95 -0.94 -1.60
C 3.48 -0.16 -0.86
C 4.83 -0.26 -1.58
C 3.60 -0.60 0.59
C 2.06 -2.71 -1.17
C 3.18 -3.51 -1.41
C 3.29 -4.83 -1.02
C 4.52 -5.65 -1.32
C 2.19 -5.38 -0.35
C 1.06 -4.64 -0.08
C 0.94 -3.27 -0.47
N -0.13 -2.53 -0.20
C -1.17 -3.03 0.59
C -2.38 -3.41 0.00
C -2.52 -3.41 -1.50
C -3.45 -3.76 0.81
C -3.36 -3.74 2.20
C -4.54 -4.12 3.06
C -2.15 -3.36 2.77
C -1.06 -3.00 1.99
C 0.22 -2.53 2.62
H 3.13 -1.63 -5.23
H 2.86 -2.83 -3.97
H 4.19 -1.69 -3.82
H 2.55 0.19 -3.60
H 0.47 -2.01 -4.02
H 0.87 -0.73 -5.17
H 0.06 -0.36 -3.62
H 3.20 0.90 -0.86
H 5.21 -1.28 -1.58
H 5.56 0.36 -1.06
H 4.78 0.09 -2.61
H 3.85 -1.66 0.65
H 2.67 -0.43 1.13
H 4.39 -0.03 1.09
H 4.03 -3.06 -1.92
H 5.37 -5.00 -1.53
H 4.39 -6.30 -2.19
H 4.79 -6.29 -0.48
H 2.23 -6.41 -0.02
H 0.24 -5.10 0.45
H -2.28 -4.39 -1.91
H -1.84 -2.68 -1.94
H -3.54 -3.15 -1.79
H -4.40 -4.02 0.34
H -5.48 -3.94 2.54
H -4.55 -3.55 3.99
H -4.51 -5.18 3.33
H -2.06 -3.31 3.85
H 0.15 -2.55 3.71
H 0.44 -1.51 2.30
H 1.07 -3.15 2.31
C -3.23 2.09 3.54
C -1.76 1.76 3.77
C -1.59 0.30 4.16
C -1.17 2.69 4.82
O -1.14 1.99 2.51
P 0.42 1.71 2.20
O 1.20 1.52 3.45
O 0.49 0.66 1.14
O 0.78 3.16 1.53
C 2.00 3.85 1.77
C 1.86 4.58 3.11
C 3.18 2.89 1.81
C 2.14 4.83 0.62
H -3.78 2.04 4.48
H -3.68 1.39 2.83
H -3.32 3.10 3.13
H -2.17 0.09 5.06
H -0.54 0.08 4.35
H -1.95 -0.35 3.36
H -1.65 2.52 5.78
H -1.33 3.73 4.53
H -0.10 2.52 4.91
H 1.69 3.85 3.90
H 1.02 5.27 3.07
H 2.77 5.14 3.34
H 3.12 2.23 2.67
H 4.11 3.47 1.84
H 3.19 2.28 0.90
H 1.29 5.51 0.58
H 2.19 4.29 -0.33
H 3.05 5.42 0.74
Cl -1.37 8.24 -3.29
C -1.05 6.57 -2.89
C -0.34 5.77 -3.78
C -0.09 4.46 -3.46
C -0.52 3.90 -2.23
C -0.26 2.58 -1.88
C -1.24 4.75 -1.35
C -1.50 6.06 -1.67
H -0.01 6.19 -4.72
H 0.45 3.83 -4.15
H -0.60 2.17 -0.94
H 0.27 1.90 -2.54
H -1.57 4.35 -0.40
H -2.05 6.70 -0.99
*
```

Calculated total energy in eV: -170558.64998
Kohn-Sham gap (alpha / beta) in eV: 5.228 / 5.225
⟨S²⟩: 0.792

***

What is the calculated total energy in the second record?
-163632.03292 eV